Entry from the Open Molecules 2025 dataset: a structure of composition C28H35AsN4O2PSn (ωB97M-V/def2-TZVPD).

```
72
Properties=species:S:1:pos:R:3:forces:R:3
Sn -0.15146 1.56375 2.18294 -0.001 -0.360 0.190
O -1.46823 4.95893 0.34297 0.059 0.697 -0.164
C -0.70757 4.23717 0.92629 0.146 -0.865 -0.678
O -1.09149 3.38784 1.84161 0.176 0.032 0.553
C 0.78145 4.08168 0.52266 -0.531 0.479 -0.198
P 1.11335 2.37879 -0.05214 0.038 0.159 0.530
C 2.88859 2.27429 -0.35201 -0.088 -0.969 -0.312
C 3.59677 1.07214 -0.23172 -0.654 -0.708 0.753
C 4.87189 0.98271 -0.73578 0.855 -0.512 -0.123
C 5.49149 2.02601 -1.41238 -0.011 1.355 0.128
C 4.81205 3.25055 -1.51246 -1.327 -0.312 0.579
C 3.48430 3.32524 -1.00877 0.597 1.465 -0.512
C 0.32442 2.14775 -1.65274 0.691 -0.345 0.698
C 0.34960 0.88748 -2.22525 -0.130 -0.275 -1.080
C -0.43547 0.68694 -3.37126 -0.110 0.117 0.691
C -1.22644 1.72222 -3.87530 -0.433 -0.045 -0.423
C -1.14497 3.02064 -3.36317 0.069 -0.329 -0.407
C -0.34569 3.18753 -2.23676 -0.512 2.484 -0.692
H 1.38030 4.21684 1.41172 0.344 -0.039 0.377
H 1.05216 4.87448 -0.16435 0.003 0.013 -0.230
H 3.17857 0.17233 0.27598 0.156 0.924 -0.358
H 5.44743 0.07603 -0.56615 -0.211 0.013 -0.146
H 6.52134 1.93984 -1.77990 -0.527 -0.064 0.147
H 5.20571 4.17822 -1.91866 0.291 -0.453 -0.194
H 2.87825 4.25909 -1.11929 0.937 -0.760 -0.066
H 0.95809 0.07894 -1.80769 -0.344 0.222 -0.045
H -0.57990 -0.31629 -3.75008 0.256 0.030 -0.217
H -1.95303 1.49340 -4.66597 0.515 0.141 0.177
H -1.65638 3.87920 -3.86105 0.426 -0.902 0.670
H -0.20556 4.23702 -1.89711 -0.311 -0.991 0.142
C 2.68611 -5.24827 2.03644 0.735 1.320 -1.441
C 3.35503 -4.39924 3.10766 0.824 -1.917 0.807
C 4.57278 -3.71996 2.50572 -0.698 -1.284 -0.127
C 2.44750 -3.43934 3.85360 1.041 0.358 0.518
N 1.61286 -2.61824 2.98076 -0.552 0.309 -0.732
C 0.33924 -2.84761 2.68062 -1.007 -0.641 0.350
N -0.08807 -2.01938 1.73024 0.687 -0.328 1.232
N 0.97160 -1.24120 1.48657 1.635 -0.422 0.480
N 2.03156 -1.60156 2.20625 -1.364 0.277 -0.493
H 3.26738 -6.13077 1.76134 0.350 0.315 0.035
H 2.63737 -4.56312 1.12010 -0.449 -1.214 0.907
H 1.74787 -5.65689 2.31158 -1.251 -0.010 0.216
H 3.74853 -5.11565 3.89457 -0.527 0.805 -0.559
H 4.21794 -2.94041 1.88138 -0.038 0.947 -0.797
H 5.07483 -4.47859 1.88320 0.277 0.553 0.397
H 5.16051 -3.32028 3.29809 0.904 0.307 0.336
H 3.10715 -2.76574 4.41906 -0.374 0.002 -0.076
H 1.84608 -3.98475 4.58974 -0.344 0.351 -0.436
H -0.22031 -3.59518 3.25708 0.072 0.398 -0.718
C -3.34477 -0.53009 1.93234 0.112 -0.972 -0.025
As -2.46695 0.78210 0.87810 0.236 0.675 -0.817
C -3.74719 2.22443 0.51504 0.316 0.001 0.728
C -2.28169 0.00278 -0.90295 0.170 -1.608 0.514
C -3.58026 -0.53991 -1.43535 -0.138 -0.296 -0.264
C -3.90216 -1.89884 -1.29416 0.689 1.151 0.203
C -5.06471 -2.37404 -1.85014 -1.399 -0.220 -0.119
C -5.98251 -1.51269 -2.51049 1.667 0.107 0.012
C -5.62006 -0.17374 -2.71172 -0.514 -0.645 0.534
C -4.45828 0.28067 -2.14233 1.582 0.975 0.180
H -4.21971 -0.93901 1.43834 -0.151 0.056 -0.095
H -3.61922 -0.08536 2.86418 -0.325 0.341 0.624
H -2.64729 -1.35014 2.15265 -0.111 0.274 -0.216
H -4.54805 1.85455 -0.12062 0.044 0.028 0.076
H -3.22323 3.07418 0.09333 0.222 -0.055 -0.463
H -4.13209 2.63788 1.44638 -0.156 -0.350 0.128
H -1.52633 -0.82613 -0.82585 -0.655 0.682 0.093
H -1.82972 0.72857 -1.54739 -0.251 0.517 -0.064
H -3.18374 -2.49643 -0.73522 -0.335 -0.328 -0.225
H -5.30065 -3.43416 -1.71546 -0.066 0.391 -0.201
H -6.86904 -1.89543 -2.96280 -0.491 -0.294 -0.057
H -6.22380 0.55665 -3.23181 -0.276 -0.307 -0.164
H -4.11405 1.31956 -2.28226 -0.461 -0.448 -0.071
```
Positions in Å, forces in eV/Å.

Calculated values
- energy above the lowest of the compared OMol25 structures with the same formula, charge and spin (eV) = 0.240
- 2S+1 = 1
- maximum force (eV/Å) = 2.63
- total energy (hartree) = -4248.663357
- net charge = +1
- highest occupied orbital energy (eV) = -11.0
- orbital gap (eV) = 8.35
- LUMO energy (eV) = -2.60

***

Entry from the Open Molecules 2025 dataset: a cluster of 2 separate species, C3H10OS2 in total (ωB97M-V/def2-TZVPD).

```
16
Properties=species:S:1:pos:R:3:forces:R:3
C -0.44271 2.50195 -1.01599 1.153 -0.648 -1.964
C -0.00822 1.54829 0.11783 -1.142 4.447 1.514
S 1.13752 0.34490 -0.28950 -2.005 -3.378 -0.936
S -0.76594 -1.13230 -0.67660 2.509 0.994 0.306
C -1.06697 -1.57513 1.02917 -0.516 -0.655 1.049
H -1.33919 3.13036 -0.99877 0.256 -0.083 1.036
H -0.64709 1.84325 -1.86053 -0.108 -0.090 -0.291
H 0.43065 3.09444 -1.38098 -0.677 -0.182 0.458
H 0.53898 2.21200 0.83664 -0.440 -0.524 -0.101
H -0.93334 1.25871 0.62208 0.510 -0.605 0.207
H -1.35052 -0.74172 1.68473 -0.018 -0.001 -0.405
H -1.90042 -2.30681 1.03708 0.110 0.544 -0.308
H -0.29204 -2.13328 1.56676 0.348 0.236 -0.552
O 2.23805 -3.09117 -0.08887 0.018 0.893 -0.235
H 1.58931 -2.39235 0.07414 -0.444 -0.414 0.330
H 2.81193 -2.56113 -0.65720 0.445 -0.533 -0.108
```
Positions in Å, forces in eV/Å.

Calculated values
- energy above the lowest of the compared OMol25 structures with the same formula, charge and spin (eV) = 1.457
- SMILES = CCSSC.O
- 2S+1 = 1
- maximum force (eV/Å) = 4.83
- total energy (hartree) = -991.858080
- net charge = 0
- highest occupied orbital energy (eV) = -9.3
- orbital gap (eV) = 8.31
- LUMO energy (eV) = -1.03

***

Entry from the Open Molecules 2025 dataset: a structure of composition CHBrF2N2O2 (ωB97M-V/def2-TZVPD).

```
9
Properties=species:S:1:pos:R:3:forces:R:3
C 0.49373 -0.10749 -0.05117 2.699 -0.094 -2.645
N 0.48976 -0.20601 1.38254 -1.800 0.694 0.757
N -0.00232 0.92302 -0.60291 3.984 1.595 1.607
O 1.29679 -0.91013 1.92030 0.373 -0.073 0.359
O -0.42855 0.40472 1.90591 0.397 -0.102 0.354
F -1.71191 0.56525 -0.85504 -7.015 -6.179 -1.212
F 0.21961 1.14893 -1.94305 0.459 -1.071 0.985
Br 1.71500 -1.32730 -0.84711 -0.580 0.115 -0.370
H -2.07212 -0.49099 -0.90947 1.483 5.114 0.163
```
Positions in Å, forces in eV/Å.

Calculated values
- energy above the lowest of the compared OMol25 structures with the same formula, charge and spin (eV) = 1.521
- 2S+1 = 1
- maximum force (eV/Å) = 9.43
- total energy (hartree) = -3072.139736
- net charge = 0
- highest occupied orbital energy (eV) = -10.4
- orbital gap (eV) = 9.42
- LUMO energy (eV) = -1.02

***

Entry from the Open Molecules 2025 dataset: a cluster of 2 separate species, CH5NSi2 in total (ωB97M-V/def2-TZVPD).

```
9
Properties=species:S:1:pos:R:3:forces:R:3
C 1.32607 -2.16169 -0.53491 -2.468 3.098 -0.643
N 2.13258 -2.82212 -0.06329 1.095 -1.056 0.526
Si -0.53382 1.26540 0.84571 0.635 2.003 1.693
Si -0.44101 -0.01531 -1.06345 2.584 -2.512 0.190
H -1.90659 1.74101 1.18665 0.043 -0.525 -0.326
H 0.04646 0.43661 1.91932 -0.273 -0.351 -0.145
H 0.25962 2.59056 1.07854 -0.403 -1.100 -0.932
H 0.43267 0.11839 -2.23285 -0.315 0.520 -0.157
H -1.31598 -1.15287 -1.13571 -0.898 -0.076 -0.204
```
Positions in Å, forces in eV/Å.

Calculated values
- energy above the lowest of the compared OMol25 structures with the same formula, charge and spin (eV) = 2.850
- 2S+1 = 1
- maximum force (eV/Å) = 4.01
- total energy (hartree) = -674.675562
- net charge = 0
- highest occupied orbital energy (eV) = -10.2
- orbital gap (eV) = 8.05
- LUMO energy (eV) = -2.15

***

Entry from the Open Molecules 2025 dataset: a structure of composition C42H44Cl2N2O5PPt (ωB97M-V/def2-TZVPD).

```
97
Properties=species:S:1:pos:R:3:forces:R:3
Pt 0.80026 -0.05371 -0.70036 0.086 0.066 -0.159
C -0.54788 -2.45927 -0.50928 -0.064 -0.002 0.024
C 0.35077 -3.02854 -1.60409 0.008 0.044 -0.020
C 1.72328 -3.41054 -1.05421 -0.022 -0.007 0.023
C 0.41657 -2.09105 -2.81748 -0.004 -0.098 -0.025
C 1.18865 -2.63727 -4.02577 -0.023 -0.023 0.017
O 2.25324 -1.67730 -4.24194 0.019 0.024 0.030
C 2.16812 -0.74963 -3.29177 0.006 -0.042 -0.044
N 1.17015 -0.86806 -2.49576 0.000 0.098 0.147
C 3.23613 0.25989 -3.26614 0.055 0.030 -0.066
C 4.31970 0.06314 -4.12012 -0.032 -0.021 0.025
C 5.36974 0.96602 -4.14416 0.011 0.024 0.006
C 5.34216 2.07783 -3.31978 0.017 -0.014 -0.020
C 4.26543 2.28432 -2.46873 -0.014 -0.021 0.019
C 3.20681 1.38542 -2.42811 -0.032 -0.060 -0.012
P 1.79248 1.78416 -1.36463 -0.094 0.112 0.044
C 2.45154 2.80783 -0.04164 0.008 -0.055 0.054
C 3.25033 2.17216 0.91072 0.066 0.033 -0.094
C 3.82405 2.91308 1.92871 -0.007 0.041 0.006
C 3.60101 4.28305 2.00318 -0.011 -0.019 0.024
C 2.80770 4.91419 1.05733 0.005 0.009 -0.028
C 2.23161 4.18022 0.02963 -0.010 0.016 -0.043
C 0.70256 2.78719 -2.39553 -0.026 -0.014 -0.042
C 0.99471 3.04501 -3.73273 0.060 0.054 0.023
C 0.12750 3.81551 -4.49398 0.004 0.017 -0.009
C -1.02327 4.33531 -3.92218 -0.004 -0.003 -0.004
C -1.32023 4.07252 -2.59085 0.003 -0.006 -0.006
C -0.47057 3.28847 -1.82905 0.076 -0.007 0.057
H -0.67908 -3.19113 0.29065 -0.049 -0.006 -0.026
H -1.52385 -2.15399 -0.88398 -0.012 0.042 -0.009
H -0.15554 -1.60436 0.09939 0.135 -0.059 -0.049
H -0.15764 -3.92690 -1.97244 0.037 -0.040 0.054
H 2.30182 -2.52466 -0.77881 0.000 0.003 0.011
H 2.30618 -4.00482 -1.75872 0.016 0.032 -0.014
H 1.60670 -4.00208 -0.14580 0.002 -0.030 -0.027
H -0.59494 -1.79761 -3.08796 -0.132 0.047 -0.009
H 0.59635 -2.68788 -4.93554 0.006 0.031 -0.001
H 1.65283 -3.60309 -3.83693 -0.012 -0.010 -0.016
H 4.33667 -0.80618 -4.76064 0.005 0.002 -0.004
H 6.20847 0.79656 -4.80521 -0.004 0.000 -0.005
H 6.15763 2.78833 -3.33399 0.002 -0.002 0.006
H 4.25165 3.15437 -1.82553 0.006 -0.001 0.000
H 3.40218 1.09989 0.86570 0.047 0.127 -0.020
H 4.44120 2.42058 2.66831 0.006 -0.008 -0.003
H 4.04668 4.85932 2.80328 0.003 0.005 -0.002
H 2.63781 5.98093 1.11403 -0.003 0.001 -0.001
H 1.62757 4.68165 -0.71380 -0.058 -0.003 -0.021
H 1.90218 2.66472 -4.18330 -0.003 -0.012 -0.010
H 0.35845 4.01716 -5.53139 0.002 -0.004 0.000
H -1.69286 4.94464 -4.51479 0.001 0.000 -0.003
H -2.22171 4.47475 -2.14705 0.005 0.001 0.006
H -0.72553 3.04304 -0.80476 0.001 0.034 -0.020
C -2.43481 1.30718 1.41885 0.110 -0.067 0.117
O -2.10141 1.52675 0.05831 -0.343 -0.129 -0.126
C -3.25085 1.47732 -0.76916 -0.043 0.119 -0.055
C -3.63133 0.12245 -1.32160 -0.002 0.008 0.102
O -2.74982 -0.28199 -2.35640 -0.014 0.001 -0.014
C -3.38094 -1.20607 -3.21882 0.035 -0.042 -0.009
H -3.23356 1.98648 1.73593 0.001 0.016 -0.015
H -1.53667 1.49845 2.00007 -0.035 -0.038 -0.014
H -2.74995 0.27402 1.59136 -0.002 -0.008 0.023
H -3.08432 2.14751 -1.61477 0.089 -0.006 0.003
H -4.11450 1.85118 -0.20609 -0.014 0.059 -0.044
H -4.64178 0.22431 -1.73783 -0.022 -0.001 0.050
H -3.67511 -0.63692 -0.53052 0.035 -0.031 0.021
H -4.31575 -0.79869 -3.61733 0.001 0.001 0.007
H -3.60802 -2.15100 -2.70924 0.014 0.005 0.005
H -2.71331 -1.39852 -4.05614 0.068 -0.022 -0.005
Cl -2.69407 -0.00100 6.29567 -0.006 -0.010 -0.012
C -3.68603 -0.95139 5.23251 0.014 -0.019 0.034
C -5.00676 -1.17854 5.57478 -0.013 -0.010 -0.009
C -5.80469 -1.93916 4.73587 0.002 0.015 0.022
C -5.28877 -2.44107 3.55323 0.023 -0.009 -0.028
C -3.97112 -2.17951 3.21780 -0.024 0.012 0.023
Cl -3.37637 -2.74410 1.68783 0.055 -0.027 -0.014
C -3.12253 -1.45469 4.05637 0.036 0.032 -0.056
N -1.79377 -1.16648 3.70014 0.001 0.046 0.055
C -0.76292 -2.12539 3.82685 -0.045 0.030 0.005
C -1.04128 -3.47238 4.05247 -0.018 0.015 -0.008
C -0.01810 -4.40186 4.13898 -0.004 0.012 0.000
C 1.30312 -4.00041 4.01967 -0.009 0.010 0.006
C 1.58010 -2.65754 3.82316 0.003 -0.003 -0.017
C 0.56973 -1.70684 3.72249 0.051 -0.062 -0.024
C 0.97087 -0.26744 3.45813 -0.044 0.020 -0.016
C 1.36028 -0.14058 1.99625 -0.053 0.229 0.145
O 2.42996 -0.57506 1.59926 -0.075 -0.335 0.024
O 0.46180 0.42619 1.22473 0.197 -0.110 0.121
H -5.39490 -0.76943 6.49661 -0.001 0.000 0.000
H -6.83472 -2.13341 5.00054 0.000 0.000 0.001
H -5.90183 -3.02018 2.87730 -0.002 0.002 0.002
H -1.51144 -0.26816 4.06426 -0.026 -0.032 -0.008
H -2.06388 -3.79794 4.18123 -0.049 0.013 -0.024
H -0.26093 -5.44110 4.31921 0.001 0.002 -0.006
H 2.10817 -4.71852 4.09672 -0.002 0.003 0.002
H 2.60629 -2.32406 3.73125 0.003 -0.004 0.003
H 1.85298 -0.03362 4.05334 0.008 0.012 -0.008
H 0.19722 0.45800 3.70473 0.016 -0.026 -0.025
```
Positions in Å, forces in eV/Å.

Calculated values
- energy above the lowest of the compared OMol25 structures with the same formula, charge and spin (eV) = 0.000
- 2S+1 = 1
- maximum force (eV/Å) = 0.39
- total energy (hartree) = -3493.483735
- net charge = +1
- highest occupied orbital energy (eV) = -9.9
- orbital gap (eV) = 6.96
- LUMO energy (eV) = -2.96

***

Entry from the Open Molecules 2025 dataset: a cluster of 2 separate species, C4H8FIO in total (ωB97M-V/def2-TZVPD).

```
15
Properties=species:S:1:pos:R:3:forces:R:3
C 0.95866 0.04315 -1.24076 0.826 -0.043 -0.959
C -1.28781 -1.67120 0.47261 5.516 3.725 -0.609
C 0.60745 0.68990 0.13154 1.287 -3.058 0.821
C -0.86513 0.36908 0.51273 -0.253 -3.317 1.052
O 0.82423 2.05767 0.16325 2.764 1.555 0.985
F -1.78961 0.84223 -0.32781 0.049 0.526 -0.602
I -1.22214 1.25411 2.47741 -0.083 -0.417 -0.318
H 0.34385 0.46136 -2.01872 -0.456 0.405 -0.270
H 1.99434 0.19753 -1.61578 -0.382 0.585 0.812
H 0.89893 -1.04420 -1.41476 -0.527 0.245 0.994
H -1.47115 -1.97401 1.48489 -1.148 -0.051 0.018
H -0.15112 -1.98044 0.27971 -2.638 0.309 0.146
H -1.85787 -1.69296 -0.45188 -0.467 -0.366 0.674
H 1.27745 0.14685 0.93717 -1.489 0.922 -1.300
H 1.73993 2.30093 0.61041 -2.999 -1.018 -1.445
```
Positions in Å, forces in eV/Å.

Calculated values
- energy above the lowest of the compared OMol25 structures with the same formula, charge and spin (eV) = 2.351
- 2S+1 = 1
- maximum force (eV/Å) = 6.68
- total energy (hartree) = -629.896133
- net charge = 0
- highest occupied orbital energy (eV) = -9.1
- orbital gap (eV) = 9.56
- LUMO energy (eV) = 0.49

***

> Which formula does entry 3 have?

CHBrF2N2O2

***

> Which of these has the lowest LUMO energy?

C42H44Cl2N2O5PPt